An isolated molecule of CHN3O3S at a distorted geometry. Source: the Open Molecules 2025 dataset; level of theory: the ωB97M-V functional and the def2-TZVPD basis.

## Properties
HOMO energy   -9.9 eV
Relative energy (zero: lowest compared OMol25 entry of this formula, charge and spin)   188.4 kcal/mol
Total charge   0

Each line ends with the Löwdin charge.
Atoms and positions in Å:
1 C -1.137 -1.147 1.119  -0.4009
2 N -1.991 -1.786 1.529  0.1545
3 N -0.922 1.077 0.338  -0.3353
4 N 2.068 -1.020 -1.153  -0.0763
5 O 2.122 -1.488 -2.237  0.0596
6 O 0.718 -0.905 -0.729  -0.3893
7 O -0.192 2.308 0.384  -0.1710
8 S 0.120 -0.028 0.703  1.0695
9 H -0.786 2.987 0.046  0.0891

=====

An isolated molecule of CHN3OS at a distorted geometry. Source: the Open Molecules 2025 dataset; level of theory: the ωB97M-V functional and the def2-TZVPD basis.

## Properties
HOMO energy   -10.5 eV
Relative energy (zero: lowest compared OMol25 entry of this formula, charge and spin)   55.2 kcal/mol
Total charge   0

Each line ends with the Löwdin charge.
Atoms and positions in Å:
1 C -0.199 0.199 -0.008  -0.8170
2 H -1.237 0.963 1.912  -0.1246
3 N 0.508 -0.668 0.613  0.0459
4 N 1.247 -1.251 -0.378  -0.0112
5 N 1.008 -0.777 -1.483  0.0496
6 O 0.041 0.226 -1.308  -0.0264
7 S -1.370 1.307 0.652  0.8838

=====

A structure of composition CHN3OS at a distorted geometry. Source: the Open Molecules 2025 dataset; level of theory: the ωB97M-V functional and the def2-TZVPD basis.

## Properties
HOMO energy   -10.9 eV
Relative energy (zero: lowest compared OMol25 entry of this formula, charge and spin)   87.2 kcal/mol
Total charge   0

Each line ends with the Löwdin charge.
Atoms and positions in Å:
1 C 1.112 -0.031 0.007  -0.3761
2 N 0.196 -1.016 -0.008  -0.1208
3 N 0.733 1.205 -0.002  -0.0367
4 N -0.735 1.329 -0.020  -0.1702
5 O -2.361 -0.903 -0.015  -0.3200
6 S -1.130 -0.161 0.025  0.8783
7 H 2.185 -0.423 0.014  0.1455

=====

An isolated molecule of CHN3OS at a distorted geometry. Source: the Open Molecules 2025 dataset; level of theory: the ωB97M-V functional and the def2-TZVPD basis.

## Properties
HOMO energy   -10.5 eV
Relative energy (zero: lowest compared OMol25 entry of this formula, charge and spin)   70.0 kcal/mol
Total charge   0

Each line ends with the Löwdin charge.
Atoms and positions in Å:
1 C 0.164 0.126 -0.099  -0.7741
2 H 2.131 1.152 0.711  -0.0627
3 N -0.598 1.201 -0.149  0.0745
4 N -1.919 0.565 0.056  0.0106
5 N -1.817 -0.658 0.196  0.0264
6 O -0.507 -1.044 -0.145  -0.0679
7 S 1.955 -0.082 0.020  0.7932

=====

The highest relative energy (zero: lowest compared OMol25 entry of this formula, charge and spin) belongs to which entry?
CHN3O3S

=====

Look up the HOMO energy of the fourth one.
-10.5 eV

=====

What is the formula in the third record?
CHN3OS